{
  "formula": "C36H33N6O2PPdS2",
  "method": "the ωB97M-V functional and the def2-TZVPD basis",
  "symbols": ["Pd", "S", "S", "P", "O", "O", "N", "N", "N", "N", "N", "N", "C", "C", "C", "C", "C", "C", "C", "C", "C", "C", "C", "C", "C", "C", "C", "C", "C", "C", "C", "C", "C", "C", "C", "C", "C", "C", "C", "C", "C", "C", "C", "C", "C", "C", "C", "C", "H", "H", "H", "H", "H", "H", "H", "H", "H", "H", "H", "H", "H", "H", "H", "H", "H", "H", "H", "H", "H", "H", "H", "H", "H", "H", "H", "H", "H", "H", "H", "H", "H"],
  "xyz": [[0.128, -0.052, 0.034], [0.778, -2.105, 1.149], [-0.713, 0.149, 2.576], [0.134, -0.177, -2.343], [2.471, 2.798, -0.473], [2.027, 0.588, -0.332], [1.565, 0.711, 3.940], [-1.487, 1.544, -0.150], [-0.522, -4.314, 0.522], [-0.192, 0.371, 5.197], [-1.727, -2.427, 0.167], [-1.746, -1.076, 0.139], [-6.389, -1.151, -1.020], [-3.554, 3.265, 0.406], [0.272, 0.410, 3.956], [-2.713, 1.053, 0.057], [-2.854, -0.420, 0.034], [-1.563, 0.124, 5.604], [-2.491, -0.465, -3.211], [-1.391, 0.387, -3.084], [-4.184, -1.058, -0.042], [-3.770, 1.893, 0.368], [2.430, 1.405, -5.236], [-6.698, -2.248, -0.228], [2.279, 1.713, -0.965], [-5.758, -2.744, 0.664], [-0.188, -2.503, -3.895], [-0.618, -2.979, 0.532], [3.307, 2.284, -3.170], [1.425, 0.788, -3.143], [1.460, 0.709, -4.539], [-5.148, -0.547, -0.915], [-3.747, 1.335, -4.194], [0.842, 0.777, 6.160], [-4.502, -2.166, 0.748], [1.095, -4.496, -3.481], [1.751, -3.869, -2.430], [3.355, 2.190, -4.551], [2.106, 0.906, 5.290], [2.342, 1.575, -2.466], [-3.653, 0.006, -3.801], [-1.501, 1.734, -3.445], [-2.680, 2.204, -3.993], [1.433, -2.563, -2.099], [0.451, -1.881, -2.822], [-2.287, 3.759, 0.150], [-1.268, 2.855, -0.101], [0.137, -3.811, -4.217], [-0.250, 3.188, -0.271], [-2.068, -0.462, 4.841], [-4.659, 1.700, -4.650], [2.125, 0.744, 3.104], [2.852, 0.147, 5.520], [2.565, 1.888, 5.377], [-7.670, -2.717, -0.307], [4.109, 2.738, -5.100], [-4.907, 0.304, -1.535], [-2.439, -1.488, -2.857], [-2.765, 3.244, -4.280], [1.967, -2.053, -1.308], [0.739, 0.098, -5.070], [0.940, 0.027, 6.943], [2.461, 1.336, -6.315], [-4.487, -0.666, -3.957], [-2.084, 4.821, 0.149], [0.565, 1.724, 6.624], [-1.319, -4.867, 0.251], [0.305, -4.775, 0.857], [1.346, -5.515, -3.745], [-6.003, -3.583, 1.302], [-4.741, 1.479, 0.598], [-7.118, -0.765, -1.720], [2.522, -4.397, -1.884], [-4.370, 3.937, 0.637], [-0.915, -1.972, -4.495], [-0.349, -4.290, -5.057], [-1.561, -0.429, 6.541], [-2.104, 1.061, 5.750], [-3.772, -2.560, 1.439], [4.005, 2.911, -2.632], [-0.661, 2.403, -3.303]],
  "lowdin_charge": [0.74, 0.73, 0.76, 1.13, 0.11, -0.22, 0.06, 0.01, 0.13, -0.14, 0.03, -0.11, -0.05, 0.00, -0.72, -0.24, -0.18, -0.03, -0.10, -0.35, -0.17, 0.03, -0.04, -0.05, -0.60, -0.05, -0.08, -0.79, 0.01, -0.29, -0.06, -0.05, -0.04, -0.07, -0.02, -0.04, -0.06, -0.02, -0.09, -0.14, -0.07, -0.08, -0.04, -0.12, -0.34, -0.01, -0.09, -0.05, 0.12, 0.06, 0.12, 0.15, 0.13, 0.13, 0.12, 0.12, 0.10, 0.11, 0.12, 0.06, 0.12, 0.13, 0.12, 0.12, 0.13, 0.13, 0.13, 0.10, 0.12, 0.12, 0.13, 0.12, 0.12, 0.13, 0.10, 0.12, 0.10, 0.10, 0.11, 0.13, 0.12],
  "charge": 2,
  "spin_multiplicity": 1,
  "fmax_ev_per_a": 1.92,
  "lumo_ev": [-7.921, -7.534],
  "molar_mass_g_mol": 783.2,
  "de_lowest_kj_mol": 372.0,
  "homo_ev": [-13.285, -13.507],
  "energy_ha": -3135.79190
}